{
  "formula": "C4H24NO7S",
  "method": "ωB97M-V/def2-TZVPD",
  "elements": ["C", "N", "C", "C", "S", "C", "H", "H", "H", "H", "H", "H", "H", "H", "H", "H", "H", "H", "O", "H", "H", "O", "H", "H", "O", "H", "H", "O", "H", "H", "O", "H", "H", "O", "H", "H", "O"],
  "positions_angstrom": [[-0.06182, 1.32234, 1.76082], [-1.09938, 0.38508, 1.19443], [-1.12610, -0.85820, 1.98277], [-2.00593, -1.94806, 1.21735], [-3.47628, -1.40223, 0.24519], [-0.74352, 2.40679, 2.59889], [0.30973, 1.87880, 0.89879], [0.78423, 0.75341, 2.20274], [-2.00690, 0.79267, 1.03462], [-0.13669, -1.26373, 1.74470], [-1.53372, -0.86218, 3.00190], [-1.35528, -2.37633, 0.41727], [-2.13902, -2.75770, 1.95679], [-0.01564, 3.23924, 2.83586], [-1.10590, 2.01743, 3.57139], [-1.60858, 2.89531, 2.12255], [4.52251, -0.58301, -0.32011], [3.30489, -0.09967, 0.26301], [4.22937, 0.15551, 0.22597], [0.19104, -2.47661, -1.79759], [0.78713, -1.13684, -1.06880], [0.96523, -2.03030, -1.44881], [1.16847, -3.15530, 0.53735], [1.93291, -2.01191, 0.44873], [1.90824, -2.77734, 1.03899], [2.09261, -0.37931, -2.01138], [2.12401, 1.14112, -1.49952], [2.58437, 0.30628, -1.54810], [1.10609, 1.56599, -2.94021], [0.59228, 3.02866, -3.02761], [0.73819, 2.21942, -3.52955], [-0.04313, 2.12515, -1.19244], [-0.87787, 3.44640, -0.82444], [-0.15124, 3.09715, -1.34349], [-0.64291, 0.24994, -1.92011], [-0.70269, 0.24993, -0.33974], [-0.02331, 0.33635, -1.18020]],
  "forces_ev_per_a": [[-1.6906, 0.6428, -1.3813], [1.6354, -0.1702, 1.0642], [-1.3852, -1.5150, -2.9358], [0.7863, 0.1489, -0.7665], [0.2701, 0.1633, 0.7807], [0.9110, 0.6270, 1.6235], [0.5404, -0.1781, -0.0280], [-0.8236, 0.4671, 0.0214], [-0.5092, 0.0705, 0.4026], [0.1344, 0.0146, 1.5759], [0.7194, 0.6939, 0.0188], [-0.0779, 0.1249, 0.6757], [-0.4354, 0.2093, -0.3246], [-0.6521, -0.8286, -0.1767], [0.1410, 0.1371, -0.4413], [0.3604, -0.4505, -0.2334], [0.4880, 0.2670, -0.1085], [-0.2727, 0.5891, 0.0990], [0.7323, -0.7160, 0.8915], [-0.3727, 0.5879, 0.2184], [-1.1947, -0.5515, -0.6600], [1.2454, -0.4155, 0.0258], [0.0444, -0.6735, 0.4895], [0.7649, 0.2016, 0.3262], [-0.5969, 0.2680, -0.5325], [-0.4257, 0.4190, -0.2063], [-0.4092, -0.1481, -0.0279], [0.8027, -0.4446, -0.5508], [0.0712, -0.0318, 0.1435], [-0.0993, -0.3179, 0.2878], [0.2140, 0.0248, -1.4164], [-0.5954, 0.4926, 0.0809], [-0.0326, -0.3119, 0.1608], [0.2607, 0.2472, 0.4300], [0.1295, -0.1056, -0.1183], [1.1826, -0.0354, -0.0165], [-1.8607, 0.4978, 0.6086]],
  "e_homo_ev": -3.28,
  "total_charge": -1,
  "de_lowest_kj_mol": 100.0,
  "e_lumo_ha": 0.1029,
  "e_tot_ev": -31195.4522
}